(1)
ORCA calculation (ωB97M-V/def2-TZVPD) on a structure of composition C26H42N3Zr.

```
72
C26H42N3Zr (ωB97M-V/def2-TZVPD)
C 1.4083 -1.6604 0.5305
C 1.9519 -1.0489 -0.6474
C 0.9950 -1.2086 -1.7110
C -0.0887 -1.9947 -1.2043
C 0.1474 -2.2497 0.1807
Zr 0.0728 0.3803 -0.0502
C -3.8645 1.2185 -1.4097
C -3.0958 1.0039 -0.2619
H -2.9551 1.8667 0.3597
C -2.3178 -0.1854 0.0921
H -2.4872 -1.0800 -0.5585
H -2.3878 -0.5223 1.1549
C -3.8226 2.7620 -1.7170
H -3.1952 3.2303 -0.9343
H -3.3030 2.9398 -2.6717
H -4.7211 3.3871 -1.8386
C -3.2231 0.5356 -2.6409
H -2.2473 0.1751 -2.2590
H -3.6563 -0.3402 -3.1635
H -3.0514 1.2826 -3.4283
C 3.3666 -0.6044 -0.7844
H 3.6978 -0.0520 0.1058
H 4.0518 -1.4562 -0.9163
H 3.5017 0.0493 -1.6504
C 1.2109 -0.8503 -3.1426
H 1.6837 0.1330 -3.2398
H 1.8765 -1.5767 -3.6368
H 0.2592 -0.7977 -3.6902
C -1.1374 -2.6563 -2.0362
H -1.2408 -2.1765 -3.0183
H -0.8988 -3.7207 -2.2028
H -2.1245 -2.6332 -1.5570
C -0.5902 -3.2455 1.0036
H -1.6578 -3.2618 0.7516
H -0.2079 -4.2719 0.8640
H -0.5101 -3.0216 2.0724
C 2.1961 -1.9800 1.7549
H 1.5564 -1.9571 2.6472
H 2.6722 -2.9761 1.6997
H 2.9998 -1.2493 1.9168
C 1.2169 2.3065 -1.1825
C 0.5430 3.5069 -1.9907
C 2.5357 2.3041 -1.6849
C 0.4395 3.0213 -3.3251
H -0.1784 4.3124 -1.7856
C 2.7724 2.6016 -3.0533
H 3.4112 1.9331 -1.1115
C 1.6932 2.7565 -3.9292
H -0.4635 2.9531 -3.9502
H 3.8132 2.5860 -3.4216
H 1.8642 2.7202 -5.0079
C 0.5706 3.2044 3.7014
N 0.3669 1.8512 4.2113
C 0.0738 1.7559 5.6402
C 0.2285 0.8215 3.3654
N 0.2785 1.0648 2.0308
N 0.0047 -0.4584 3.8585
C 0.7837 -0.9909 4.9793
C -1.3314 -1.0425 3.7204
H 0.6505 3.8568 4.5747
H -0.2753 3.5476 3.0855
H 1.5007 3.2779 3.1229
H -0.8024 1.1187 5.8280
H 0.9409 1.3691 6.1941
H -0.1405 2.7681 5.9956
H 0.4852 2.0652 1.9056
H 0.2510 -0.8829 5.9371
H 0.9448 -2.0639 4.8002
H 1.7650 -0.5005 5.0304
H -1.7231 -0.8304 2.7187
H -1.2760 -2.1313 3.8508
H -2.0363 -0.6284 4.4659
```

As for the total energy: -33382.080 eV. The frontier orbital gap (spin up / spin down) is 0.241 / 0.241 Eh. As for the net charge: +1. The value obtained for the LUMO energy (spin up / spin down) is -3.3 / -3.3 eV. Its HOMO energy (spin up / spin down) is -9.84 / -9.84 eV.

(2)
ORCA calculation (ωB97M-V/def2-TZVPD) on a cluster of 3 separate species, CH2NO3S in total.

```
8
CH2NO3S (ωB97M-V/def2-TZVPD)
C 1.3895 1.0141 1.4961
N 1.8785 1.3079 2.4576
O -1.8388 -1.6826 -0.1680
O -2.6211 0.4890 -0.9874
O 0.7811 -0.0829 -0.9907
S -1.8496 -0.7396 -1.2569
H 1.1181 0.6941 0.5541
H 1.1423 -0.9999 -1.1048
```

As for the total energy: -19537.184 eV. The frontier orbital gap is 0.290 Eh. As for the net charge: -1. The value obtained for the LUMO energy is 3.4 eV. Its HOMO energy is -4.54 eV.

(3)
ORCA calculation (ωB97M-V/def2-TZVPD) on a cluster of 14 separate species, C21H9BCl52FN2O4 in total.

```
90
C21H9BCl52FN2O4 (ωB97M-V/def2-TZVPD)
N 0.4964 3.0646 -2.7125
B -0.1389 1.9313 -2.0623
O -0.8302 2.1977 -0.9178
O -0.1149 0.5745 -2.5704
C 1.0970 0.0111 -2.5094
O 2.1438 0.6096 -2.5965
C 1.2466 -1.5085 -2.3758
C 1.5250 -2.2008 -3.5576
C 1.7063 -3.5538 -3.4722
N 1.6387 -4.2003 -2.3151
C 1.3722 -3.5526 -1.1729
C 1.1618 -2.1992 -1.1544
C 0.8497 -1.4917 0.1709
C -0.5631 -1.8797 0.6060
O -1.4425 -1.1324 0.8782
F -0.8232 -3.2230 0.6641
H 0.9944 2.6833 -3.5164
H 1.2339 3.3562 -2.0659
H -1.5396 1.5500 -0.7911
H 1.5912 -1.6799 -4.5196
H 1.9291 -4.0914 -4.3922
H 1.7774 -5.2033 -2.2524
H 1.3019 -4.1398 -0.2730
H 0.8879 -0.4086 0.0277
H 1.5800 -1.8061 0.9284
C 4.3662 -4.3979 1.8979
Cl 6.0101 -4.1731 1.2888
Cl 3.1933 -4.1130 0.5779
Cl 4.1696 -6.0442 2.4955
Cl 4.0517 -3.2498 3.2004
C 1.9701 0.3595 -7.5799
Cl 3.2201 1.5897 -7.3886
Cl 0.4043 1.1455 -7.8485
Cl 2.3693 -0.6790 -8.9379
Cl 1.8873 -0.6336 -6.0978
C 6.2528 -2.6684 -8.6905
Cl 5.4640 -1.1865 -8.1315
Cl 6.1600 -2.7544 -10.4516
Cl 7.9459 -2.6649 -8.1852
Cl 5.4297 -4.0716 -7.9862
C 6.6588 -3.3097 -2.7731
Cl 4.9495 -3.4485 -2.3128
Cl 7.1264 -4.7257 -3.7180
Cl 6.8839 -1.8516 -3.7418
Cl 7.6499 -3.2142 -1.3141
C -3.8145 -0.5070 -2.4344
Cl -5.4645 -0.0715 -2.8757
Cl -2.6680 0.1790 -3.5858
Cl -3.4333 0.1332 -0.8318
Cl -3.6498 -2.2703 -2.4211
C -3.3265 -0.8069 4.2028
Cl -1.6241 -1.0570 4.6264
Cl -3.4327 0.2050 2.7574
Cl -4.0764 -2.3687 3.8713
Cl -4.1470 0.0239 5.5466
C -0.8618 5.2645 1.3992
Cl 0.7986 5.5452 0.8541
Cl -1.9685 5.4642 0.0359
Cl -0.9891 3.6167 2.0278
Cl -1.2763 6.4189 2.6712
C -4.0578 2.5688 8.9388
Cl -2.7717 3.5996 8.2961
Cl -5.2210 2.2025 7.6525
Cl -3.3605 1.0625 9.5419
Cl -4.8836 3.4025 10.2619
C -8.0368 -2.5721 5.9778
Cl -7.8787 -3.9312 7.0990
Cl -8.3905 -3.1848 4.3546
Cl -9.3528 -1.5182 6.5097
Cl -6.5225 -1.6569 5.9406
C -0.2304 -0.4515 -12.2490
Cl -1.8453 0.0545 -12.7593
Cl 0.9780 0.2407 -13.3375
Cl 0.0759 0.1123 -10.5965
Cl -0.1227 -2.2177 -12.2933
C 4.9355 5.6701 -0.7917
Cl 6.6173 5.4173 -0.3141
Cl 4.8773 6.6799 -2.2397
Cl 4.1794 4.1013 -1.1355
Cl 4.0616 6.4681 0.5215
C -4.6945 7.2456 7.6020
Cl -5.2079 5.5593 7.4666
Cl -4.2926 7.8701 5.9960
Cl -6.0034 8.2080 8.2986
Cl -3.2698 7.3441 8.6467
C -2.9792 -1.1314 12.8857
Cl -1.2312 -1.0353 12.6273
Cl -3.7065 0.4471 12.5676
Cl -3.6725 -2.3288 11.7817
Cl -3.3033 -1.6112 14.5559
```

As for the total energy: -687644.927 eV. The frontier orbital gap is 0.274 Eh. As for the net charge: +1. The value obtained for the LUMO energy is -4.5 eV. Its HOMO energy is -11.96 eV.

(4)
ORCA calculation (ωB97M-V/def2-TZVPD) on a cluster of 6 separate species, C37H76NO6 in total.

```
120
C37H76NO6 (ωB97M-V/def2-TZVPD)
C 4.2485 -2.5438 0.4875
C 3.8798 -3.3766 -0.8764
C 3.0598 -2.4933 -2.0098
C 4.0199 -1.3332 -2.7374
C 3.0460 -0.0201 -3.0910
C 3.3386 1.1075 -1.9387
C 2.2629 2.3426 -1.8793
C 0.7841 2.0126 -2.5037
C -0.0312 0.9303 -1.5232
C -1.6574 1.1194 -1.6490
N -2.4756 0.2479 -0.7211
C -2.0002 0.0155 0.7080
C -1.2337 -1.4548 0.5934
C -2.3746 -2.3235 -0.2116
C -2.9225 -1.1320 -1.1995
C -4.5648 -1.4357 -1.2602
O -4.7366 -2.5272 -2.2384
C -6.0991 -2.5114 -2.8319
C -6.3131 -1.2696 -3.9201
H 3.4272 -1.7641 0.8109
H 5.2991 -2.0435 0.3215
H 4.3629 -3.3015 1.3784
H 4.8748 -3.7947 -1.3595
H 3.1974 -4.2799 -0.5564
H 2.7369 -3.2783 -2.8482
H 2.0646 -2.0117 -1.5606
H 4.4881 -1.7460 -3.7458
H 4.8149 -0.9986 -1.9467
H 3.3744 0.3372 -4.1750
H 1.9555 -0.4438 -3.1124
H 3.5166 0.5841 -0.8814
H 4.3926 1.6002 -2.2059
H 2.0893 2.5730 -0.7207
H 2.7057 3.3479 -2.3323
H 0.1406 2.9898 -2.5240
H 0.8040 1.5664 -3.5860
H 0.2139 -0.1889 -1.8262
H 0.3986 1.0788 -0.4414
H -1.9465 0.7998 -2.7552
H -1.9517 2.2465 -1.5359
H -3.3783 0.7916 -0.5919
H -1.2560 0.8317 1.1511
H -2.9256 -0.1822 1.4060
H -0.8913 -1.9867 1.5862
H -0.2754 -1.4748 -0.0847
H -3.0763 -2.6879 0.6621
H -2.0130 -3.1448 -0.9989
H -2.6385 -1.2661 -2.3479
H -4.9444 -1.7008 -0.1760
H -5.0649 -0.4193 -1.5683
H -6.9581 -2.5854 -2.0398
H -6.1752 -3.5074 -3.4853
H -6.9637 -1.6058 -4.8560
H -5.2457 -0.8529 -4.2362
H -6.9225 -0.4384 -3.3435
C -2.3500 6.1641 0.3421
C -3.8007 5.8799 0.6344
C -3.9985 4.5321 -0.0242
O -2.7393 3.8485 0.0405
C -1.7313 4.7869 0.4414
H -1.8967 6.8853 1.0268
H -2.2455 6.5479 -0.6797
H -3.9505 5.7924 1.7170
H -4.4837 6.6444 0.2554
H -4.2655 4.6412 -1.0807
H -4.7685 3.9329 0.4702
H -1.4487 4.5527 1.4736
H -0.8496 4.6757 -0.1956
C 1.9463 -8.4108 1.6983
C 1.7515 -8.4397 0.2044
C 1.8326 -6.9719 -0.1541
O 2.7109 -6.3585 0.7995
C 2.9473 -7.2886 1.8655
H 2.2957 -9.3591 2.1144
H 1.0028 -8.1465 2.1906
H 2.5774 -8.9855 -0.2668
H 0.8126 -8.9039 -0.1079
H 0.8545 -6.4869 -0.0678
H 2.2153 -6.8079 -1.1657
H 3.9747 -7.6557 1.7666
H 2.8500 -6.7790 2.8280
C 2.7269 6.9463 2.0444
C 2.0871 7.3344 3.3524
C 0.6548 6.8912 3.1483
O 0.6908 5.7593 2.2682
C 2.0084 5.6572 1.7108
H 3.8116 6.8266 2.1041
H 2.5063 7.7048 1.2839
H 2.5416 6.7642 4.1711
H 2.1752 8.3984 3.5866
H 0.0620 7.6735 2.6626
H 0.1644 6.6131 4.0857
H 2.5018 4.7966 2.1755
H 1.9406 5.4810 0.6337
C -7.6493 -5.9427 -1.1469
C -6.1604 -5.7324 -1.0475
C -5.8365 -6.3828 0.2798
O -6.7827 -7.4447 0.4648
C -7.8189 -7.3081 -0.5175
H -8.0327 -5.8940 -2.1692
H -8.1716 -5.1874 -0.5478
H -5.6552 -6.2687 -1.8594
H -5.8605 -4.6824 -1.0926
H -5.9595 -5.6775 1.1086
H -4.8201 -6.7856 0.3123
H -7.6850 -8.1051 -1.2571
H -8.7960 -7.4332 -0.0427
C 8.0837 4.8446 2.8531
C 7.2995 4.8659 4.1397
C 6.4688 6.1210 3.9836
O 6.2278 6.2887 2.5797
C 7.0780 5.3849 1.8602
H 8.4591 3.8542 2.5835
H 8.9386 5.5272 2.9282
H 6.6444 3.9881 4.1891
H 7.9248 4.8768 5.0359
H 7.0121 7.0038 4.3372
H 5.5153 6.0616 4.5163
H 6.4487 4.5838 1.4574
H 7.5517 5.9095 1.0259
```

As for the total energy: -53360.708 eV. The frontier orbital gap is 0.320 Eh. As for the net charge: +1. The value obtained for the LUMO energy is -2.3 eV. Its HOMO energy is -11.01 eV.

(5)
ORCA calculation (ωB97M-V/def2-TZVPD) on a structure of composition C24H22IrN5O5Se.

```
58
C24H22IrN5O5Se (ωB97M-V/def2-TZVPD)
Ir 0.3980 0.0992 -0.2397
O -1.1215 3.9861 -1.9046
C -0.8359 2.7812 -1.4303
O 0.2711 2.2695 -1.5656
C -1.9197 2.1283 -0.6897
C -3.2482 2.5416 -0.7569
C -4.1735 1.9309 0.0697
C -3.7362 0.9808 0.9922
C -2.3988 0.6186 1.0036
N -1.5166 1.1384 0.1347
C -1.7547 -0.2785 2.0125
O -2.5093 -0.9449 2.8640
O -0.5430 -0.3178 2.0812
H -0.3426 4.3889 -2.3234
H -3.5301 3.3177 -1.4512
H -5.2141 2.2042 0.0272
H -4.4342 0.5666 1.7027
H -3.4348 -1.0058 2.5878
N 10.2975 -0.3474 -0.4170
C 9.1620 -0.1971 -0.4039
C 7.7589 -0.0206 -0.3824
C 7.1325 0.4443 0.7793
C 5.7640 0.5794 0.8090
C 5.0001 0.2554 -0.3216
C 5.6367 -0.1899 -1.4910
C 7.0053 -0.3256 -1.5226
C 3.6005 0.3485 -0.2821
C 2.3756 0.3524 -0.2667
H 7.7279 0.6926 1.6457
H 5.2627 0.9270 1.6978
H 5.0381 -0.4249 -2.3580
H 7.5023 -0.6727 -2.4173
C 1.7711 0.0073 -3.7099
C 0.3205 -0.2182 -3.5366
N -0.3354 -0.3777 -2.4019
C -1.6544 -0.5511 -2.7213
C -1.7942 -0.5004 -4.0728
N -0.5405 -0.2877 -4.5707
H 2.2065 0.2591 -2.7457
H 1.9418 0.8196 -4.4139
H 2.2537 -0.8866 -4.1047
H -2.4059 -0.7024 -1.9730
H -2.6567 -0.5890 -4.6989
H -0.3025 -0.1838 -5.5453
Se -0.7734 -3.5944 -0.8347
C -2.0762 -2.6134 -0.1506
N -2.9304 -1.9683 0.2881
C 2.5941 -3.2368 0.1794
C 1.5925 -2.5410 1.1046
C 1.0953 -3.4566 2.2265
O 0.5244 -2.0424 0.3746
H 3.4774 -3.5507 0.7277
H 2.8855 -2.5496 -0.6134
H 2.1232 -4.1125 -0.2676
H 2.0952 -1.6881 1.5884
H 0.6060 -4.3390 1.8195
H 0.3818 -2.9143 2.8399
H 1.9316 -3.7681 2.8453
```

As for the total energy: -111107.528 eV. The frontier orbital gap (spin up / spin down) is 0.216 / 0.220 Eh. As for the net charge: +1. As for the spin multiplicity: 2. The value obtained for the LUMO energy (spin up / spin down) is -4.8 / -4.7 eV. Its HOMO energy (spin up / spin down) is -10.63 / -10.71 eV.

(6)
ORCA calculation (ωB97M-V/def2-TZVPD) on a cluster of 2 separate species, C2H2INO2 in total.

```
8
C2H2INO2 (ωB97M-V/def2-TZVPD)
C -0.6196 1.2275 0.4560
C 0.3319 0.5668 0.6956
N 1.5286 -0.1076 0.4809
O 2.4620 0.3439 1.1315
O 1.5915 -0.8788 -0.4225
I -2.5478 -1.1566 -0.9834
H -1.2975 -1.8888 -1.6604
H -1.4490 1.8936 0.3024
```

The SMILES is C#C[N+](=O)[O-].I. As for the total energy: -15785.957 eV. The frontier orbital gap is 0.338 Eh. The value obtained for the LUMO energy is -0.8 eV. Its HOMO energy is -10.00 eV.

(7)
ORCA calculation (ωB97M-V/def2-TZVPD) on a cluster of 2 separate species, C18H18F4NO in total.

```
42
C18H18F4NO (ωB97M-V/def2-TZVPD)
C -0.3258 0.6195 2.9714
N 1.0913 0.6298 3.2471
C 1.7294 -0.6037 2.8187
C 3.1904 -0.5542 3.2196
O 3.7842 0.6216 2.6743
C 3.1975 1.8003 3.2204
C 1.7358 1.8618 2.8193
H -0.7980 1.5106 3.4029
H -0.5490 0.5996 1.8865
H -0.7742 -0.2759 3.4204
H 1.2232 -1.4399 3.3160
H 1.6569 -0.7138 1.7159
H 3.2572 -0.5708 4.3262
H 3.7382 -1.3851 2.7535
H 3.2663 1.8165 4.3266
H 3.7563 2.6249 2.7570
H 1.6665 1.9740 1.7171
H 1.2379 2.7038 3.3146
F -4.1751 -3.4985 -2.8156
C -3.7088 -2.6164 -1.8638
C -4.2925 -2.6603 -0.5988
C -3.7932 -1.7489 0.3344
F -4.3181 -1.7676 1.6071
C -2.7942 -0.8419 0.0464
C -2.1753 -0.8260 -1.2447
C -1.1123 0.0945 -1.4268
C -0.3413 0.3890 -2.5802
C 0.6560 1.4044 -2.4344
C 1.4949 1.7192 -3.4827
F 2.4531 2.6884 -3.2902
C 1.4251 1.0973 -4.7325
C 0.4321 0.1294 -4.8747
F 0.3304 -0.5108 -6.0919
C -0.4519 -0.2259 -3.8650
C -2.6832 -1.7484 -2.2118
H -5.0850 -3.3567 -0.3519
H -2.4430 -0.1294 0.7911
H -0.8561 0.6871 -0.5421
H 0.7358 1.9045 -1.4702
H 2.0981 1.3586 -5.5405
H -1.2098 -0.9724 -4.0585
H -2.2702 -1.7877 -3.2103
```

As for the total energy: -33356.237 eV. The frontier orbital gap is 0.152 Eh. As for the net charge: +1. The value obtained for the LUMO energy is -6.9 eV. Its HOMO energy is -11.06 eV.